C3H3Br2Cl | wB97M-V/def2-TZVPD

Results
HOMO energy: -9.5 eV
multiplicity: 1
frontier orbital gap: 8.12 eV
ΔE to the lowest compared entry with this formula, charge and spin: 3.279 eV
E_tot: -5724.17534 Ha

Geometry as XYZ:
```
9
C3H3Br2Cl | the OMol25 dataset | wB97M-V/def2-TZVPD
C 1.840 -0.900 -0.540
C 0.863 -0.095 -0.133
C -2.520 1.134 -0.283
Cl 0.953 0.723 1.351
Br -3.397 -0.418 0.157
Br -2.128 2.063 1.264
H 1.824 -1.553 -1.433
H 2.678 -1.085 0.069
H -0.114 0.130 -0.453
```

BH24NiO10 | wB97M-V/def2-TZVPD

Results
total charge: +2
HOMO energy (spin up / spin down): -17.3 / -16.8 eV
multiplicity: 4
frontier orbital gap (spin up / spin down): 10.75 / 3.69 eV
⟨S²⟩: 3.76
E_tot: -2299.11195 Ha

Geometry as XYZ:
```
36
BH24NiO10 | the OMol25 dataset | wB97M-V/def2-TZVPD
Ni -1.821 -1.065 1.016
B -0.025 0.268 0.515
H 0.853 0.661 0.025
H -0.949 0.754 0.243
H -0.079 -0.808 0.456
H 0.136 0.537 1.547
O 1.475 2.754 -1.620
H 0.598 2.680 -1.996
H 1.474 2.138 -0.887
O 2.309 1.815 1.475
H 1.935 2.692 1.396
H 1.668 1.242 1.053
O -0.916 -1.425 2.893
H -0.393 -2.170 3.187
H -0.927 -0.829 3.641
O -2.394 -0.649 -1.048
H -2.162 0.184 -1.459
H -2.125 -1.313 -1.682
O -1.052 -3.121 0.457
H -1.329 -3.768 1.105
H -0.534 -3.619 -0.175
O -2.799 0.461 2.116
H -3.546 0.522 2.710
H -2.308 1.270 2.263
O 3.827 0.418 -0.017
H 3.266 0.889 0.599
H 3.951 1.028 -0.744
O -2.105 1.686 -2.309
H -3.032 1.864 -2.467
H -1.643 2.227 -2.949
O 2.507 -2.033 -0.517
H 3.086 -1.281 -0.394
H 2.733 -2.372 -1.383
O 0.305 -0.291 -2.572
H 0.344 -0.397 -1.621
H -0.329 -0.947 -2.861
```